Record 1
A cluster of 2 separate species, CH3O3 in total in a non-equilibrium geometry, computed with the ωB97M-V functional and the def2-TZVPD basis.

```
7
Properties=species:S:1:pos:R:3:lowdin_charge:R:1
O 1.570 -2.394 -1.370 -0.100
H 1.410 -1.639 -0.759 0.049
H 1.396 -3.195 -0.825 0.038
O -2.354 1.792 0.676 -0.234
O -0.378 0.785 0.568 -0.179
C -1.052 1.821 0.786 -0.648
H -0.592 2.830 0.924 0.074
```

As for the HOMO-LUMO gap: 0.2698 hartree. The calculation puts the relative energy (zero: lowest compared OMol25 entry of this formula, charge and spin) at 84.3 kJ/mol. The value obtained for the total energy is -7229.1329 eV. Its LUMO energy is 3.78 eV. The net charge is -1. For the HOMO energy, the calculation gives -0.1311 Eh.

Record 2
A cluster of 2 separate species, C27H23NO7 in total in a non-equilibrium geometry, computed with the ωB97M-V functional and the def2-TZVPD basis.

```
58
Properties=species:S:1:pos:R:3:lowdin_charge:R:1
C -0.757 -3.250 0.289 -0.079
C 0.691 -2.820 0.272 -0.284
O 0.795 -1.429 0.104 -0.044
C 2.111 -1.048 0.114 -0.538
C 2.338 0.336 -0.140 -0.004
C 3.592 0.968 -0.264 -0.460
O 3.645 2.191 -0.394 -0.025
C 4.871 0.201 -0.235 -0.132
C 5.112 -0.844 -1.122 -0.015
C 6.286 -1.555 -1.058 0.004
C 7.242 -1.236 -0.111 -0.157
N 8.451 -2.048 0.014 -0.333
O 9.302 -1.721 0.848 0.047
O 8.578 -3.033 -0.720 0.048
C 7.032 -0.165 0.739 -0.003
C 5.859 0.549 0.677 -0.001
O 3.022 -1.841 0.317 0.028
H -0.864 -4.330 0.409 0.074
H -1.283 -2.750 1.104 0.067
H -1.245 -2.948 -0.640 0.065
H 1.209 -3.084 1.206 0.125
H 1.249 -3.289 -0.552 0.127
H 1.470 0.962 -0.226 0.058
H 4.349 -1.114 -1.833 0.122
H 6.465 -2.385 -1.722 0.116
H 7.789 0.084 1.465 0.113
H 5.688 1.392 1.328 0.119
C -6.367 -1.945 -3.838 -0.086
O -5.099 -1.405 -4.127 -0.059
C -4.522 -0.693 -3.078 -0.206
C -3.267 -0.111 -3.297 0.028
C -2.624 0.595 -2.315 0.020
C -3.220 0.751 -1.055 -0.145
C -2.620 1.471 0.040 -0.079
O -3.363 1.511 1.205 0.119
C -2.845 2.204 2.281 -0.129
C -1.581 2.839 2.210 -0.128
C -1.100 3.522 3.335 0.010
C -1.838 3.579 4.493 -0.051
C -3.076 2.962 4.560 -0.040
C -3.574 2.286 3.468 0.019
C -0.853 2.765 1.005 0.090
C -1.374 2.091 -0.060 0.048
C -4.477 0.180 -0.840 0.014
C -5.114 -0.526 -1.822 0.002
H -6.728 -2.462 -4.728 0.101
H -6.291 -2.659 -3.015 0.099
H -7.064 -1.144 -3.582 0.098
H -2.817 -0.230 -4.266 0.129
H -1.662 1.032 -2.521 0.120
H -0.143 4.008 3.282 0.128
H -1.455 4.104 5.353 0.116
H -3.655 3.012 5.469 0.118
H -4.538 1.815 3.512 0.124
H 0.105 3.250 0.931 0.147
H -0.822 2.046 -0.981 0.125
H -4.937 0.312 0.125 0.125
H -6.078 -0.950 -1.617 0.105
```

As for the HOMO-LUMO gap: 0.1134 hartree. The calculation puts the relative energy (zero: lowest compared OMol25 entry of this formula, charge and spin) at 0.0 kJ/mol. The value obtained for the total energy is -44189.0083 eV. Its LUMO energy is -3.04 eV. The net charge is 0. For the HOMO energy, the calculation gives -0.2250 Eh.

Record 3
A structure of composition C42H50InN9O6, computed with the ωB97M-V functional and the def2-TZVPD basis.

```
108
Properties=species:S:1:pos:R:3:lowdin_charge:R:1
In -0.190 -0.657 0.366 0.950
O 4.726 -0.821 -0.853 0.121
C 3.583 -0.767 -0.149 -0.469
O 2.849 0.182 -0.142 0.050
C 3.365 -2.018 0.664 -0.168
C 4.178 -3.135 0.520 0.029
C 3.867 -4.258 1.264 -0.026
C 2.768 -4.222 2.105 0.013
C 2.015 -3.055 2.179 -0.168
N 2.320 -1.973 1.475 0.159
C 0.769 -2.912 3.036 -0.472
O 0.351 -4.004 3.708 0.126
O 0.148 -1.893 3.106 0.063
H 4.779 0.006 -1.360 0.129
H 5.017 -3.119 -0.159 0.123
H 4.468 -5.154 1.186 0.117
H 2.526 -5.105 2.683 0.113
H 0.904 -4.771 3.523 0.089
C -2.932 -0.585 4.625 -0.061
C -2.554 0.610 3.753 -0.366
C -3.673 1.655 3.739 -0.049
C -1.244 1.249 4.164 -0.136
C -0.894 1.424 5.496 -0.029
C 0.307 2.022 5.850 -0.072
C 1.189 2.432 4.864 -0.041
C 0.878 2.281 3.515 -0.133
C 1.910 2.629 2.454 -0.368
C 3.155 1.752 2.610 -0.056
C 2.274 4.113 2.469 -0.057
C -0.365 1.727 3.191 -0.157
N -0.695 1.549 1.819 0.053
C -1.146 2.512 1.146 -0.099
C -1.367 2.383 -0.331 -0.229
N -0.552 1.592 -0.988 -0.015
C -0.350 1.786 -2.374 -0.185
C -1.167 1.171 -3.340 -0.137
C -0.845 1.318 -4.685 -0.039
C 0.251 2.065 -5.089 -0.081
C 1.043 2.680 -4.132 -0.052
C 0.769 2.543 -2.774 -0.147
C 1.669 3.216 -1.752 -0.373
C 3.153 2.996 -2.044 -0.065
C 1.356 4.710 -1.651 -0.049
C -2.414 0.419 -2.923 -0.363
C -3.614 1.371 -2.896 -0.045
C -2.732 -0.782 -3.810 -0.058
H -3.808 -1.079 4.202 0.082
H -3.190 -0.280 5.642 0.071
H -2.116 -1.308 4.677 0.073
H -2.434 0.241 2.731 0.101
H -3.822 2.058 4.745 0.083
H -4.610 1.218 3.393 0.080
H -3.437 2.488 3.074 0.072
H -1.567 1.078 6.270 0.109
H 0.563 2.150 6.894 0.100
H 2.142 2.865 5.143 0.109
H 1.487 2.399 1.476 0.102
H 3.653 1.941 3.564 0.078
H 3.867 1.958 1.808 0.075
H 2.888 0.695 2.568 0.072
H 2.739 4.395 3.416 0.075
H 1.390 4.739 2.335 0.080
H 2.980 4.342 1.668 0.071
H -1.386 3.481 1.601 0.149
H -1.753 3.297 -0.796 0.141
H -1.466 0.839 -5.431 0.108
H 0.481 2.173 -6.141 0.099
H 1.892 3.275 -4.446 0.106
H 1.453 2.758 -0.786 0.104
H 3.457 3.464 -2.983 0.072
H 3.377 1.930 -2.101 0.053
H 3.763 3.428 -1.248 0.079
H 1.551 5.211 -2.603 0.082
H 1.970 5.188 -0.885 0.072
H 0.306 4.878 -1.400 0.074
H -2.251 0.051 -1.908 0.093
H -3.825 1.725 -3.910 0.086
H -3.429 2.244 -2.271 0.071
H -4.505 0.870 -2.512 0.087
H -3.113 -0.477 -4.788 0.075
H -3.502 -1.395 -3.338 0.087
H -1.856 -1.407 -3.975 0.061
N 1.800 -0.814 -2.970 0.195
C 1.053 -1.924 -3.180 -0.442
N 1.024 -2.422 -4.416 0.180
C 0.292 -3.526 -4.537 -0.457
N 0.254 -4.113 -5.754 0.157
N -0.411 -4.118 -3.558 0.167
C -0.310 -3.517 -2.379 -0.288
N 0.418 -2.442 -2.114 0.147
C -1.137 -4.109 -1.269 -0.206
C -1.953 -5.204 -1.526 -0.013
C -2.750 -5.692 -0.504 -0.058
C -2.718 -5.066 0.730 -0.048
C -1.870 -3.981 0.893 -0.127
N -1.086 -3.519 -0.075 0.076
H 1.992 -0.257 -3.789 0.104
H 1.616 -0.298 -2.121 0.051
H 0.639 -3.610 -6.533 0.099
H -0.422 -4.838 -5.911 0.099
H -1.956 -5.640 -2.513 0.103
H -3.398 -6.542 -0.676 0.108
H -3.339 -5.399 1.551 0.107
H -1.827 -3.448 1.838 0.105
O -4.592 1.361 0.510 0.057
C -3.507 0.888 0.298 -0.610
O -2.871 -0.153 0.392 -0.097
H -2.686 1.784 -0.131 0.096
```

As for the HOMO-LUMO gap: 0.2327 hartree. The calculation puts the relative energy (zero: lowest compared OMol25 entry of this formula, charge and spin) at 131.3 kJ/mol. The value obtained for the total energy is -75238.2325 eV. Its LUMO energy is -0.55 eV. The net charge is 0. For the HOMO energy, the calculation gives -0.2531 Eh.